C41H54BN10S4V as an isolated structure. Source: the Open Molecules 2025 dataset; level of theory: ωB97M-V with the def2-TZVPD basis set.

Output
**Kohn-Sham gap (spin up / spin down)**: 0.2278 / 0.2159 hartree
**Spin multiplicity**: 3
**LUMO level (spin up / spin down)**: -0.31 / -0.64 eV
**ΔE to the lowest compared entry with this formula, charge and spin**: 33.90 kJ/mol
**Net charge**: 0
**HOMO (spin up / spin down)**: -6.503 / -6.518 eV
**⟨S²⟩**: 2.03

Geometry as XYZ:
```
111
Properties=species:S:1:pos:R:3:mulliken_charge:R:1
V -0.31 -0.58 0.86 -0.699
S 1.99 -0.23 2.00 -0.446
S 1.15 -1.35 -1.13 -0.240
S -0.66 1.31 2.30 -0.391
S 0.40 3.87 -1.64 -0.395
N 4.34 -1.30 0.99 1.130
N 2.08 2.56 0.10 0.773
N -3.14 2.22 2.59 0.043
N 1.03 -0.16 -3.62 0.649
N 0.93 4.19 1.01 0.637
N 2.04 1.04 -2.10 0.736
N 3.57 0.42 -0.14 0.107
N -3.03 -0.01 2.15 -1.205
N -2.14 -0.99 1.83 0.999
N -0.29 -2.65 1.31 1.157
C 6.10 -2.04 2.51 -1.685
C 1.36 -0.10 -2.31 -0.330
C -2.51 -2.52 -1.25 -0.558
C 3.77 -2.52 3.16 -1.839
C 1.53 0.98 -4.24 -0.157
C -5.12 1.76 4.01 -1.006
C -1.87 1.12 -0.96 1.063
C -1.42 4.97 0.78 -1.563
C 2.57 2.77 1.37 -1.639
C -3.70 -0.61 -2.13 1.381
C 3.32 -0.39 0.92 0.295
C -3.80 0.79 -2.36 -1.361
C 4.74 -3.69 1.19 -1.328
C 1.87 3.76 1.94 -0.357
C 4.73 -0.01 -0.75 -1.769
C -4.50 -2.86 -2.56 -0.962
C -1.72 -0.22 -0.69 2.631
C -1.46 -3.18 1.71 0.582
C -2.40 1.13 2.33 0.167
C -3.88 -2.58 2.48 -1.821
C 2.16 1.70 -3.30 -1.665
C -1.61 -4.56 1.86 -1.128
C 1.12 3.50 -0.15 0.098
C 0.27 -1.15 -4.45 1.688
C 0.74 -3.46 1.07 0.772
C 0.00 5.32 1.25 1.356
C -3.40 -3.37 -1.83 -0.769
C 0.66 -4.84 1.18 -1.472
C 1.13 -1.49 -5.67 -1.806
C -1.04 -0.47 -4.87 -1.321
C -0.06 -2.45 -3.73 -2.759
C -0.55 -5.39 1.58 -0.851
C -4.63 -1.51 -2.72 -0.911
C -2.87 1.62 -1.83 -0.948
C 4.71 -2.37 1.96 1.143
C -2.52 -2.21 2.00 0.927
C 5.21 -1.06 -0.07 -0.215
C -4.59 2.21 2.65 -0.612
C -2.64 -1.11 -1.34 -0.250
C 0.52 6.57 0.54 -1.720
C -0.07 5.57 2.76 -2.165
B 2.83 1.61 -0.87 -0.172
H -1.67 3.95 1.06 0.084
H -0.15 7.41 0.73 0.439
H 1.51 6.83 0.92 0.368
H -2.13 5.66 1.26 0.555
H -3.94 -3.62 2.80 0.510
H 0.58 6.39 -0.53 0.324
H -1.52 5.05 -0.29 0.374
H -1.20 1.86 -0.53 -0.975
H 1.29 -0.64 -6.33 0.407
H -1.63 -2.92 -0.77 0.627
H -4.60 -2.41 1.68 0.260
H 2.77 -2.81 2.88 0.197
H 0.84 -2.96 -3.39 0.295
H 2.10 -1.88 -5.36 0.358
H 6.09 -1.65 -0.23 0.556
H -3.26 -4.45 -1.75 0.490
H -4.95 1.55 1.86 0.257
H 3.36 2.18 1.79 0.898
H -1.62 -0.20 -3.99 0.175
H 1.37 1.18 -5.28 0.556
H -2.65 3.07 2.81 0.262
H 6.39 -2.80 3.23 0.452
H -4.94 3.22 2.42 0.470
H -4.16 -1.93 3.31 0.268
H 1.93 4.16 2.94 0.508
H -6.21 1.76 4.01 0.376
H -0.57 -3.09 -4.46 0.660
H 2.66 2.65 -3.37 0.622
H -0.83 6.32 2.95 0.496
H 6.86 -2.01 1.73 0.384
H 0.87 5.96 3.16 0.485
H 3.74 2.24 -1.37 -0.229
H -4.78 0.75 4.22 0.210
H 3.71 -1.61 3.74 0.432
H -4.78 2.42 4.80 0.271
H 5.11 0.49 -1.62 0.663
H -2.90 2.69 -2.03 0.515
H -2.56 -4.97 2.17 0.338
H -0.72 -2.29 -2.89 0.711
H 1.52 -5.45 0.96 0.545
H 4.98 -4.51 1.88 0.471
H 0.62 -2.26 -6.25 0.459
H -5.21 -3.53 -3.02 0.365
H 4.20 -3.31 3.79 0.587
H 3.78 -3.90 0.73 0.147
H 6.08 -1.07 3.02 0.367
H -4.60 1.16 -2.99 0.395
H -1.63 -1.16 -5.48 0.466
H -0.85 0.44 -5.45 0.396
H -0.66 -6.46 1.68 0.428
H -5.44 -1.10 -3.31 0.440
H 5.50 -3.69 0.40 0.362
H 1.65 -2.97 0.76 -0.323
H -0.33 4.66 3.30 0.422
```

C7H20IrN5O2S4Sb as an isolated structure. Source: the Open Molecules 2025 dataset; level of theory: ωB97M-V with the def2-TZVPD basis set.

Output
**Kohn-Sham gap (spin up / spin down)**: 0.2341 / 0.2341 hartree
**LUMO level (spin up / spin down)**: -4.12 / -4.12 eV
**Net charge**: +1
**HOMO (spin up / spin down)**: -10.494 / -10.495 eV

Geometry as XYZ:
```
40
Properties=species:S:1:pos:R:3:mulliken_charge:R:1
Ir -2.07 0.57 -0.16 1.480
Sb 0.00 -0.79 -0.46 0.079
S -4.36 -2.04 0.47 -0.043
S -2.46 -0.18 1.96 -0.320
S -3.38 -1.00 -1.08 -0.232
S -4.49 -0.50 1.80 -0.109
O -1.14 3.96 -1.75 -0.719
O -1.89 1.93 -1.84 -0.777
N -1.09 2.55 0.05 -0.491
N 0.04 1.65 2.38 -0.377
N -1.36 2.90 -1.24 1.274
N -0.29 4.72 0.57 -0.350
N -0.02 3.00 2.04 -0.266
C 1.60 -2.89 1.14 -1.146
C 1.65 0.53 -0.73 -0.574
C 0.33 -2.06 1.22 -0.686
C -0.46 3.43 0.86 0.622
C 2.97 -0.15 -1.10 -1.135
C 0.18 -2.13 -2.11 -0.577
C -0.72 -3.36 -2.05 -1.065
H 0.29 -1.43 2.11 0.483
H -0.76 1.39 2.95 0.285
H -0.49 -4.02 -2.89 0.384
H 0.90 1.49 2.90 0.283
H 0.23 5.32 1.18 0.182
H 1.66 -3.47 0.22 0.288
H -0.63 5.08 -0.31 0.202
H 1.23 -2.42 -2.08 0.375
H 1.74 1.11 0.18 0.268
H -0.56 -2.69 1.25 0.461
H 1.63 -3.60 1.97 0.399
H 0.26 3.69 2.72 0.183
H -0.57 -3.93 -1.13 0.298
H 0.02 -1.55 -3.02 0.456
H 3.32 -0.81 -0.31 0.230
H 1.34 1.21 -1.52 0.424
H -1.77 -3.09 -2.11 0.221
H 2.88 -0.74 -2.01 0.305
H 3.74 0.59 -1.28 0.405
H 2.50 -2.28 1.21 0.279
```

C47H39Cl5N4O3PS5Tl as an isolated structure. Source: the Open Molecules 2025 dataset; level of theory: ωB97M-V with the def2-TZVPD basis set.

Output
**Kohn-Sham gap**: 0.1800 hartree
**LUMO level**: 3.80 eV
**Net charge**: -2
**HOMO**: -1.100 eV

Geometry as XYZ:
```
105
Properties=species:S:1:pos:R:3:mulliken_charge:R:1
Tl 0.83 -1.14 -0.65 0.617
Cl 5.88 -2.75 2.06 -0.229
Cl 2.34 -0.11 5.14 -0.242
Cl 0.58 0.42 2.70 -0.174
Cl 4.98 -1.74 4.87 -0.259
Cl 4.10 -2.25 -0.41 -0.141
S 1.81 -4.38 -3.06 -0.154
S 2.06 -1.05 -3.02 -0.144
S 1.66 -4.72 -1.05 -0.331
S 3.10 -2.79 -3.40 -0.165
S -1.24 0.78 0.06 -0.349
P -0.97 -2.15 1.89 1.763
O 1.86 3.85 -4.84 -0.653
O 1.99 1.28 -0.31 -0.465
O 3.59 3.08 -7.53 -0.551
N -1.56 3.37 -0.36 0.684
N 0.49 2.87 0.44 0.099
N 1.30 2.99 -6.86 -0.213
N -0.34 0.80 -2.97 1.117
C -2.84 3.07 -0.96 -0.528
C 2.43 3.70 2.33 0.014
C 0.28 -4.38 5.19 -0.740
C -1.95 -3.33 0.89 0.052
C 3.98 -1.47 3.48 -0.031
C 1.45 -4.93 4.69 -0.607
C 0.47 1.65 -3.59 -0.544
C -3.98 3.01 0.05 -1.083
C 2.79 -0.77 3.60 -0.097
C -0.86 -2.53 -1.28 0.240
C 1.65 2.20 0.43 -1.108
C 4.36 -1.94 2.23 0.149
C 2.68 2.68 1.43 0.750
C 1.00 -3.90 2.56 -0.295
C -1.60 -3.64 -3.33 -1.269
C -3.50 -5.13 -0.56 -0.745
C 2.28 -1.13 1.22 -1.649
C -0.52 -3.58 4.39 -0.490
C 4.85 2.35 2.43 -0.766
C -1.26 4.78 -0.13 -0.620
C 1.19 3.07 -5.49 0.012
C -2.47 -4.42 -2.65 -1.114
C -0.93 1.71 -5.52 -0.270
C -3.52 -1.05 2.18 -0.723
C 3.53 -1.74 1.13 1.111
C -0.67 2.40 0.03 -0.121
C -2.59 -4.30 -1.25 1.611
C -0.48 5.42 -1.27 -1.094
C -3.13 -0.03 4.72 -0.895
C 1.98 -0.60 2.47 0.914
C -1.79 0.84 -4.86 -1.487
C -2.85 -4.16 1.52 -0.005
C -1.78 -3.36 -0.53 -0.423
C -4.51 -0.29 2.79 -0.601
C -1.45 0.43 -3.58 -0.362
C 4.59 3.37 3.34 -0.431
C -0.16 -3.31 3.07 0.684
C -2.13 -0.78 4.11 -0.446
C 1.80 -4.71 3.36 -0.424
C 3.38 4.05 3.28 -0.704
C 3.90 2.01 1.48 -0.390
C 2.33 3.74 -7.52 -0.449
C -3.64 -5.07 0.80 -1.122
C -0.81 -2.69 -2.64 -0.117
C 0.22 2.13 -4.87 0.107
C -2.32 -1.33 2.84 0.238
C -4.32 0.21 4.07 -0.624
H 1.37 1.94 -3.06 0.572
H -1.18 2.07 -6.51 0.550
H 1.04 2.11 -7.28 0.284
H -1.19 -0.92 4.62 0.542
H -0.69 4.86 0.80 0.233
H 2.69 -5.15 2.94 0.498
H -4.09 -5.83 -1.15 0.350
H -4.10 3.97 0.57 0.357
H 5.79 1.81 2.47 0.437
H -2.21 5.29 0.02 0.448
H 2.40 4.70 -7.03 0.334
H -1.44 -3.17 4.79 0.464
H -5.43 -0.09 2.25 0.442
H 1.47 4.21 2.29 0.371
H 3.84 2.94 -6.61 0.349
H 0.49 4.93 -1.37 0.220
H -3.07 -5.17 -3.16 0.272
H -3.68 -1.42 1.18 0.285
H -0.12 -2.09 -3.21 0.491
H -1.01 5.32 -2.22 0.256
H -3.77 2.24 0.79 0.114
H 1.29 -3.73 1.53 -0.380
H 4.08 1.21 0.77 0.581
H -2.09 -0.24 -3.01 0.656
H -5.10 0.81 4.55 0.361
H 2.07 3.87 -8.57 0.328
H -2.71 0.50 -5.32 0.466
H -4.92 2.77 -0.45 0.419
H -2.95 0.37 5.71 0.395
H -2.76 2.11 -1.47 0.028
H 3.17 4.85 3.99 0.383
H 2.09 -5.53 5.33 0.352
H -1.48 -3.74 -4.40 0.422
H -0.32 6.48 -1.08 0.438
H -3.04 3.84 -1.71 0.475
H -4.35 -5.70 1.31 0.379
H -2.95 -4.12 2.60 0.341
H 5.32 3.63 4.09 0.376
H 0.00 -4.56 6.22 0.390
```

C44H42BF4IN4O4STeTi as an isolated structure in a non-equilibrium geometry. Source: the Open Molecules 2025 dataset; level of theory: ωB97M-V with the def2-TZVPD basis set.

Output
**Kohn-Sham gap (spin up / spin down)**: 0.2230 / 0.2274 hartree
**Spin multiplicity**: 2
**LUMO level (spin up / spin down)**: -3.74 / -4.02 eV
**ΔE to the lowest compared entry with this formula, charge and spin**: 181.19 kJ/mol
**Net charge**: +1
**HOMO (spin up / spin down)**: -9.811 / -10.203 eV
**⟨S²⟩**: 0.77

Geometry as XYZ:
```
103
Properties=species:S:1:pos:R:3:mulliken_charge:R:1
I -8.11 -2.47 -0.67 0.107
Te -0.46 2.26 1.46 0.483
Ti 0.10 -0.10 -1.00 -1.230
S -0.59 -0.62 -4.22 -0.157
F -2.27 2.30 -0.60 -0.297
F -1.19 0.94 -2.09 0.346
F -3.46 0.83 -1.85 -0.278
F -2.57 2.66 -2.84 -0.270
O -1.15 -1.60 -1.04 -0.826
O 0.67 -1.44 1.00 0.598
O -1.49 -0.03 0.40 0.995
O 0.10 3.80 -0.24 -0.812
N 1.49 -2.80 -3.82 0.056
N 0.55 1.62 -0.19 1.050
N 2.07 -0.57 -1.04 1.111
N 0.43 -0.87 -2.89 0.182
C 0.46 2.78 -0.87 0.692
C -0.77 -1.84 6.46 -1.804
C 0.10 4.02 -4.35 -0.867
C 0.49 -2.84 1.18 -0.221
C -3.81 -2.32 -1.22 -0.858
C 0.58 -3.05 -4.86 -0.207
C -2.85 1.32 3.19 -2.268
C 2.27 -1.71 -1.79 0.440
C 2.98 4.55 3.22 -0.655
C 0.90 3.16 -5.07 -0.542
C 0.53 3.54 3.91 -0.690
C 0.73 0.16 3.60 0.880
C 1.01 3.32 2.62 0.653
C 2.26 3.84 2.26 1.037
C -0.18 -4.43 -6.69 -0.648
C -0.40 0.74 3.02 0.225
C -1.19 -3.53 -6.96 -0.722
C 1.26 4.23 4.85 -0.908
C -0.64 -0.93 5.28 0.997
C -0.44 -2.15 -5.14 0.926
C 3.06 -0.21 -0.21 0.043
C 1.53 2.02 -3.04 0.334
C -5.64 -1.12 0.50 -0.838
C 1.34 -1.83 -2.86 0.550
C 4.32 -2.20 -0.63 -1.062
C -5.15 -2.63 -1.32 -0.707
C -4.30 -0.81 0.60 -0.086
C 3.37 -2.57 -1.54 -0.778
C 2.50 4.75 4.50 -0.767
C 0.98 -3.32 2.55 -1.264
C 0.71 2.88 -2.32 0.157
C -1.65 0.55 3.64 1.286
C 4.19 -0.95 0.02 -0.965
C -1.75 -0.30 4.73 -0.996
C 0.02 3.90 -2.98 -0.889
C -1.97 -1.00 -0.28 0.999
C 1.62 2.17 -4.42 -0.812
C -6.06 -2.02 -0.47 -0.215
C 2.86 3.67 0.90 -0.644
C 0.60 -0.66 4.71 -1.062
C 0.70 -4.20 -5.63 -0.766
C -3.38 -1.40 -0.26 -0.068
C 2.08 0.46 3.03 -0.589
C -1.33 -2.39 -6.18 -0.752
B -2.49 1.76 -1.86 0.352
H -0.60 4.57 -2.40 0.496
H 1.49 -4.90 -5.42 0.418
H -3.77 0.86 3.57 0.564
H -5.49 -3.33 -2.07 0.415
H 2.22 -3.48 -3.70 0.128
H -6.36 -0.66 1.16 0.448
H 0.19 -2.23 6.77 0.373
H -0.44 3.13 4.17 0.176
H 4.96 -0.59 0.67 0.581
H 1.49 -1.09 5.14 0.384
H -1.42 -2.68 6.22 0.371
H -3.09 -2.77 -1.88 0.517
H 2.93 0.75 0.28 0.285
H -0.06 -5.32 -7.29 0.404
H -0.47 4.79 -4.86 0.444
H -2.80 2.34 3.58 0.357
H 0.98 3.26 -6.14 0.437
H 2.02 -3.03 2.69 0.266
H 3.46 -3.50 -2.07 0.440
H 2.26 1.51 -4.99 0.476
H 5.16 -2.83 -0.42 0.489
H 0.88 4.36 5.85 0.489
H 2.54 2.75 0.42 -0.539
H 0.38 -2.89 3.35 0.205
H -1.23 -1.31 7.29 0.449
H -2.11 -1.67 -6.38 0.495
H 2.61 1.16 3.67 0.405
H 3.95 3.68 0.96 0.539
H 0.32 -1.00 1.80 -0.516
H -1.87 -3.70 -7.77 0.426
H 2.69 -0.44 2.96 0.628
H -2.88 1.39 2.10 0.258
H 0.91 -4.40 2.59 0.506
H -2.72 -0.45 5.19 0.523
H -0.57 -3.11 1.06 0.208
H 1.96 0.90 2.05 -0.973
H 2.13 1.27 -2.53 0.334
H -3.96 -0.11 1.34 0.507
H 3.94 4.95 2.94 0.463
H 2.55 4.50 0.27 0.423
H 1.08 -3.32 0.39 0.322
H 3.08 5.30 5.22 0.400
```

| no. | electronic energy (eV) |
| --- | --- |
| 1 | -128005.8052 |
| 2 | -71837.9706 |
| 3 | -192249.3669 |
| 4 | -121354.6513 |